*1*
Below is the molecule C2H4INO, with properties calculated with ωB97M-V/def2-TZVPD.

```
! RIJCOSX wB97M-V def2-TZVPD def2/J DEFGRID3
* xyz 0 1
C -0.78584 -0.24457 -0.74030
C 0.51697 -0.69225 -0.63125
N -0.05802 0.83921 2.06408
O -1.86456 -0.75244 -0.01575
I -1.75945 0.01213 2.11316
H -1.19132 0.22556 -1.68739
H 1.21756 -0.55815 -1.46354
H 0.65630 -1.18131 0.32141
H -0.16273 1.76894 1.58858
*
```

The value obtained for the highest occupied orbital energy (alpha / beta) is -8.9 / -8.9 eV.

***

*2*
Below is the molecule C2H4INO, with properties calculated with ωB97M-V/def2-TZVPD.

```
! RIJCOSX wB97M-V def2-TZVPD def2/J DEFGRID3
* xyz 0 1
C 0.61696 -0.31257 0.33915
O -0.35665 0.39365 -0.43724
N -1.54669 0.05269 -0.04764
C -2.53600 0.61477 -0.58808
I -4.44875 -0.03901 0.07772
H 0.48777 -0.03259 1.43676
H 1.57676 -0.08486 0.06535
H 0.50722 -1.34221 0.24726
H -2.65950 1.52834 -1.04923
*
```

The value obtained for the highest occupied orbital energy is -9.1 eV. The SMILES is CO/N=C/I.

***

*3*
Below is a cluster of 2 separate species, C2H4INO in total, with properties calculated with ωB97M-V/def2-TZVPD.

```
! RIJCOSX wB97M-V def2-TZVPD def2/J DEFGRID3
* xyz 0 1
C 1.70192 -0.27739 -0.00790
O 0.59762 -0.74498 -0.80630
C -0.38409 0.03422 -0.43582
N -0.85969 0.83405 0.25210
H 2.58327 -0.96212 -0.30090
H 1.38488 -0.30537 1.06926
H 2.03902 0.73952 -0.07387
I -4.11208 -0.06713 -0.10877
H -2.95084 0.74920 0.41219
*
```

The value obtained for the highest occupied orbital energy is -9.6 eV. The SMILES is COC#N.I.

***

The most stable arrangement is *3*, and the next structure is 14.0 kcal/mol less stable.

***

*1*
Below is the molecule C2H4INO, with properties calculated with ωB97M-V/def2-TZVPD.

```
! RIJCOSX wB97M-V def2-TZVPD def2/J DEFGRID3
* xyz 0 1
H -0.68849 2.47980 -0.96299
N -0.26767 1.67396 -0.58232
C -0.56518 0.54091 -0.32092
I -2.51422 -0.35676 -0.98860
C 0.43655 -0.43643 0.07185
O -0.11007 -1.54370 1.01692
H 1.23506 0.10312 0.38597
H 0.85970 -1.12259 -0.80165
H -0.97950 -1.83816 0.87523
*
```

The value obtained for the highest occupied orbital energy is -9.6 eV. The SMILES is [H]/N=C(\I)CO.

***

*2*
Below is a cluster of 2 separate species, C2H4INO in total, with properties calculated with ωB97M-V/def2-TZVPD.

```
! RIJCOSX wB97M-V def2-TZVPD def2/J DEFGRID3
* xyz 0 1
C -0.16732 -0.40016 -0.59419
C 0.19454 0.83577 -0.65673
N -0.53635 -1.10132 2.43321
O 0.52059 1.40311 -1.84396
I -0.56890 -1.98712 -1.64405
H 0.34216 1.61426 0.13208
H 0.42547 -1.24200 2.74483
H -0.43752 -0.13300 2.11764
H 0.22734 1.01045 -2.68883
*
```

The value obtained for the highest occupied orbital energy is -7.9 eV.

***

The most stable arrangement is *1*, and the next structure is 115.8 kcal/mol less stable.

***

*1*
Below is the molecule C3H6N2, with properties calculated with ωB97M-V/def2-TZVPD.

```
! RIJCOSX wB97M-V def2-TZVPD def2/J DEFGRID3
* xyz 0 1
C 1.51142 -0.66263 -0.19934
N 0.14694 -0.12906 0.02356
C -0.80575 1.08463 0.09292
C -1.99898 0.25585 -0.13959
N -2.61887 -0.70729 -0.29572
H 1.40921 -1.73739 0.04353
H 2.30372 -0.28828 0.46062
H 1.87312 -0.65787 -1.23458
H -0.18852 -0.65993 0.80341
H -0.93266 1.61201 1.06942
H -0.77339 1.89862 -0.65173
*
```

The value obtained for the highest occupied orbital energy is -9.0 eV. The SMILES is CNCC#N.

***

*2*
Below is the molecule C3H6N2, with properties calculated with ωB97M-V/def2-TZVPD.

```
! RIJCOSX wB97M-V def2-TZVPD def2/J DEFGRID3
* xyz 0 1
C -0.43696 -0.38568 1.14059
C -0.10607 -0.24891 -0.34918
N -0.57522 1.04547 -0.81759
C 1.34635 -0.46758 -0.58599
N 2.48176 -0.59994 -0.76712
H 0.10314 -1.21324 1.60708
H -0.17370 0.53012 1.68163
H -1.51410 -0.53187 1.24416
H -0.63512 -1.02373 -0.91746
H -0.49964 1.12606 -1.82673
H 0.00955 1.76930 -0.40940
*
```

The value obtained for the highest occupied orbital energy is -10.4 eV. The SMILES is C[C@@H](N)C#N.

***

The most stable arrangement is *2*, and the next structure is 48.2 kcal/mol less stable.

***

*1*
Below is the molecule C3H6N2, with properties calculated with ωB97M-V/def2-TZVPD.

```
! RIJCOSX wB97M-V def2-TZVPD def2/J DEFGRID3
* xyz 0 1
C 2.73318 0.11671 -0.30780
C 1.53564 0.21182 -0.35266
C 0.07750 0.35232 -0.45459
N -0.46803 -0.54024 0.56451
N -1.97135 -0.43700 0.70107
H 3.79459 0.04364 -0.36040
H -0.25724 0.05127 -1.45515
H -0.21274 1.39522 -0.27444
H -0.39226 -0.07582 1.54154
H -2.52324 -1.26805 0.46219
H -2.31606 0.15013 -0.06429
*
```

The value obtained for the highest occupied orbital energy is -9.2 eV. The SMILES is C#CCNN.

***

*2*
Below is the molecule C3H6N2, with properties calculated with ωB97M-V/def2-TZVPD.

```
! RIJCOSX wB97M-V def2-TZVPD def2/J DEFGRID3
* xyz 0 1
C -0.81180 -1.00167 0.41977
C 0.36616 -0.14232 0.08949
N 1.04932 0.60511 1.07084
C 0.67330 -0.00085 -1.17993
N 0.35830 0.59592 -2.23482
H -1.40196 -1.15905 -0.49195
H -0.51633 -1.97334 0.81472
H -1.45281 -0.49360 1.15007
H 0.39681 1.17756 1.60055
H 1.74437 1.20094 0.62976
H -0.40536 1.19131 -1.86850
*
```

The value obtained for the highest occupied orbital energy is -7.9 eV. The SMILES is CC(N)=C=N.

***

*3*
Below is a cluster of 2 separate species, C3H6N2 in total, with properties calculated with ωB97M-V/def2-TZVPD.

```
! RIJCOSX wB97M-V def2-TZVPD def2/J DEFGRID3
* xyz 0 1
C 1.75801 -0.72849 0.07989
C 0.36878 -0.22387 -0.16041
N -0.63521 -0.32485 0.61233
C -3.05968 2.38290 -0.95324
N -2.50959 1.50736 -0.39924
H 2.46794 0.10354 0.01075
H 1.85452 -1.19806 1.06354
H 2.03746 -1.45380 -0.69237
H 0.19936 0.30299 -1.10511
H -1.97742 0.76081 0.07243
H -0.41153 -0.82318 1.47569
*
```

The value obtained for the highest occupied orbital energy is -10.7 eV.

***

*4*
Below is the molecule C3H6N2, with properties calculated with ωB97M-V/def2-TZVPD.

```
! RIJCOSX wB97M-V def2-TZVPD def2/J DEFGRID3
* xyz 0 1
H 1.81401 1.28516 0.17572
N 2.06690 0.28499 0.17437
C 1.25211 -0.44155 -0.40039
N -0.10403 -0.22616 -0.77122
C -0.99839 0.79847 -0.13502
C -0.95880 -0.59458 0.34135
H 1.43528 -1.51407 -0.40726
H -1.77593 1.10051 -0.83563
H -0.50448 1.49504 0.45969
H -0.46397 -0.84353 1.20786
H -1.76270 -1.34427 0.19054
*
```

The value obtained for the highest occupied orbital energy is -9.5 eV. The SMILES is [H]/N=C\N1CC1.

***

The most stable arrangement is *3*, and the next structure is 16.5 kcal/mol less stable.

***

*1*
Below is a structure of composition C29H29Cl5GeN6O5SeSiTi, with properties calculated with ωB97M-V/def2-TZVPD.

```
! RIJCOSX wB97M-V def2-TZVPD def2/J DEFGRID3
* xyz -1 2
Ti 0.26209 0.51197 0.11935
C 4.98592 -2.31661 0.98283
O 3.76037 -1.76872 0.48256
C 3.13206 -0.81282 1.14485
O 2.11034 -0.35430 0.65652
N 3.62638 -0.44413 2.35528
N 2.96816 0.65370 2.94206
H 5.28322 -3.05886 0.25021
H 4.82155 -2.78849 1.95288
H 5.75255 -1.54376 1.03267
H 4.63978 -0.39791 2.36618
H 3.29064 1.51192 2.49941
H 3.21549 0.66620 3.92182
Se -0.73942 -7.06457 -1.72259
N -0.08634 -5.65912 -2.62082
C -0.11508 -4.63746 -1.81296
C 0.34180 -3.30118 -2.17192
C 0.90758 -2.97792 -3.38375
C 1.32649 -1.66545 -3.62315
C 1.13904 -0.72418 -2.62655
N 0.58681 -1.00693 -1.45182
C 0.20048 -2.28528 -1.18846
C -0.31154 -2.51536 0.09391
N -0.37894 -1.42106 0.94323
C -0.74196 -1.67265 2.21545
C -1.10275 -2.90893 2.69096
C -1.11174 -4.00938 1.80968
C -0.71297 -3.81391 0.51576
C -0.64264 -4.89072 -0.47413
N -1.02614 -6.11119 -0.23318
H 1.02761 -3.75016 -4.13271
H 1.80134 -1.38075 -4.54993
H 1.45330 0.30459 -2.76931
H -0.74559 -0.81919 2.87891
H -1.38552 -3.01482 3.72801
H -1.41232 -4.99624 2.13550
C -2.91900 3.02425 -1.61477
Si -1.68502 1.84076 -2.34834
C -2.54844 0.39883 -3.17356
C -0.56827 2.69047 -3.57520
O -0.75467 1.19213 -1.13741
H -3.54869 3.46008 -2.39551
H -2.39022 3.82683 -1.09938
H -3.56642 2.51945 -0.89481
H -3.10596 0.72910 -4.05414
H -3.25295 -0.08492 -2.49293
H -1.82051 -0.35034 -3.49643
H -1.15171 3.14717 -4.37913
H 0.13020 1.98510 -4.03154
H 0.00716 3.47265 -3.07888
Cl 2.53013 4.33376 2.21536
C 2.07729 4.42944 0.49141
Cl 3.48682 4.26986 -0.55676
C 1.00386 3.39310 0.11442
O 0.01306 3.82569 -0.43191
O 1.31858 2.15637 0.35094
H 1.66010 5.41710 0.34340
C -5.31478 0.51064 1.55801
C -4.49574 -0.07143 0.56726
C -3.14538 0.13398 0.57904
C -2.52079 0.92739 1.57846
C -1.10618 1.15582 1.60572
C -0.59093 1.88770 2.64688
C -1.41437 2.43297 3.66221
C -2.76253 2.24735 3.62695
C -3.34981 1.48613 2.58408
C -4.74995 1.26903 2.54168
H -6.38545 0.34898 1.53786
H -4.94146 -0.68406 -0.20709
H -2.53191 -0.32038 -0.18666
H 0.47727 2.05933 2.71094
H -0.96204 3.01049 4.46014
H -3.40538 2.67093 4.39063
H -5.36591 1.71626 3.31424
Cl 5.53898 1.22095 0.34318
Ge 4.49432 1.02782 -1.77526
Cl 5.69287 -0.81495 -2.44130
Cl 5.80375 2.57187 -2.80856
*
```

The value obtained for the highest occupied orbital energy (alpha / beta) is -3.3 / -5.5 eV.

***

*2*
Below is a structure of composition C29H29Cl5GeN6O5SeSiTi, with properties calculated with ωB97M-V/def2-TZVPD.

```
! RIJCOSX wB97M-V def2-TZVPD def2/J DEFGRID3
* xyz -1 2
Ti -0.72033 0.13767 0.05342
C 4.05849 -2.51959 1.26292
O 2.77940 -2.18487 0.72214
C 2.08837 -1.16250 1.19573
O 1.13383 -0.77532 0.53750
N 2.47255 -0.62060 2.38054
N 1.80076 0.57568 2.70440
H 4.40006 -3.36844 0.68024
H 3.97544 -2.79801 2.31532
H 4.74839 -1.68631 1.12241
H 3.48251 -0.57596 2.46744
H 2.19869 1.34070 2.15912
H 1.94651 0.75014 3.68930
Se -2.30382 -7.28686 -1.92102
N -1.57958 -5.91399 -2.81076
C -1.48205 -4.91861 -1.97502
C -0.92707 -3.61628 -2.31988
C -0.38177 -3.30367 -3.54444
C 0.13668 -2.02408 -3.75871
C 0.06255 -1.10250 -2.72900
N -0.46233 -1.37664 -1.54004
C -0.94063 -2.62880 -1.30254
C -1.41830 -2.85435 -0.00268
N -1.36263 -1.77260 0.86082
C -1.66191 -2.03597 2.15225
C -2.08179 -3.25336 2.61924
C -2.23575 -4.32958 1.71664
C -1.89673 -4.12694 0.40674
C -1.96190 -5.17113 -0.61838
N -2.43306 -6.36424 -0.39429
H -0.35885 -4.05615 -4.32196
H 0.59633 -1.74979 -4.69611
H 0.44391 -0.09559 -2.86522
H -1.56865 -1.20767 2.84163
H -2.30271 -3.36781 3.67045
H -2.59512 -5.29777 2.03764
C -3.97445 2.62434 -1.58048
Si -2.73754 1.47112 -2.35998
C -3.60451 0.03862 -3.20341
C -1.67486 2.35169 -3.61514
O -1.76215 0.82543 -1.19101
H -4.63239 3.05769 -2.33900
H -3.44931 3.43107 -1.06833
H -4.59524 2.09684 -0.85349
H -4.09915 0.36482 -4.12199
H -4.36131 -0.41385 -2.55866
H -2.87902 -0.73492 -3.47152
H -2.28363 2.86575 -4.36250
H -1.02770 1.64492 -4.14020
H -1.04676 3.09030 -3.11378
Cl 1.32694 3.92912 2.27470
C 1.03259 4.08091 0.51972
Cl 2.54055 3.99846 -0.39289
C 0.02357 3.02984 0.01698
O -0.93481 3.45821 -0.58776
O 0.32303 1.79798 0.28192
H 0.60324 5.06270 0.36632
C -6.28773 -0.01632 1.54402
C -5.45754 -0.61253 0.57162
C -4.11311 -0.36879 0.56470
C -3.50911 0.48035 1.52818
C -2.10595 0.75855 1.54052
C -1.59878 1.53760 2.54880
C -2.43106 2.08677 3.55718
C -3.77301 1.86140 3.53496
C -4.34633 1.05168 2.52047
C -5.73967 0.79465 2.49589
H -7.35361 -0.20740 1.53478
H -5.89006 -1.26927 -0.17354
H -3.49151 -0.82910 -0.19270
H -0.53722 1.74765 2.59149
H -1.99006 2.69692 4.33690
H -4.42233 2.29314 4.28858
H -6.36455 1.25227 3.25500
Cl 4.43378 0.92598 0.51325
Ge 3.33320 0.78548 -1.60095
Cl 4.16641 -1.27857 -2.13512
Cl 4.93291 2.02153 -2.67303
*
```

The value obtained for the highest occupied orbital energy (alpha / beta) is -3.2 / -5.5 eV.

***

The most stable arrangement is *1*, and the next structure is 1.2 kcal/mol less stable.

***

*1*
Below is the ion C3H7NO2P with charge +1, with properties calculated with ωB97M-V/def2-TZVPD.

```
! RIJCOSX wB97M-V def2-TZVPD def2/J DEFGRID3
* xyz 1 1
O 2.14527 -1.28507 -2.31668
P 2.14572 -0.59407 -1.07039
C 0.22978 0.10194 -1.15120
N -0.31433 1.10205 -0.25075
C -0.12137 0.43515 1.15109
C -0.65564 -0.88829 0.83293
O -0.02199 -1.19618 -0.42487
H -0.28310 0.13733 -2.11077
H -1.35982 1.18472 -0.10834
H 0.06255 2.10289 -0.18831
H -0.68356 1.01324 1.88857
H 0.91211 0.36356 1.36286
H -0.33800 -1.65774 1.56395
H -1.71760 -0.81952 0.82192
*
```

The value obtained for the highest occupied orbital energy is -13.9 eV. The SMILES is O=P[C@@H]1[NH2+]CCO1.

***

*2*
Below is a cluster of 2 separate species, C3H7NO2P in total, with properties calculated with ωB97M-V/def2-TZVPD.

```
! RIJCOSX wB97M-V def2-TZVPD def2/J DEFGRID3
* xyz 1 1
C 1.50142 -1.01944 -0.74649
C 1.64236 1.24359 0.11025
C -3.19718 -0.17752 0.49811
N 1.19694 0.40879 -1.00472
O 0.24964 -1.36255 -0.00460
O 0.44441 1.12977 0.98181
P -0.29686 0.13210 -0.06421
H 1.72107 -1.51495 -1.71619
H 2.23603 -1.36653 -0.08936
H 2.52262 1.00742 0.69303
H 1.63760 2.35594 -0.23191
H -2.80851 -0.47712 1.53219
H -3.16910 -1.05267 -0.13373
H -3.68043 0.69315 0.17584
*
```

The value obtained for the highest occupied orbital energy (alpha / beta) is -14.6 / -14.6 eV.

***

The most stable arrangement is *1*, and the next structure is 51.2 kcal/mol less stable.